{"formula": "C44H78BrN2O17Si", "method": "ωB97M-V with the def2-TZVPD basis set", "total_energy_ev": -162588.2157, "e_lumo_ha": -0.107, "charge": 1, "max_force_ev_per_a": 3.74, "elements": ["C", "C", "C", "C", "C", "C", "C", "C", "C", "C", "C", "C", "Si", "C", "C", "C", "C", "C", "C", "C", "C", "N", "C", "Br", "C", "C", "C", "N", "O", "C", "C", "C", "O", "C", "C", "H", "H", "H", "H", "H", "H", "H", "H", "H", "H", "H", "H", "H", "H", "H", "H", "H", "H", "H", "H", "H", "H", "H", "H", "H", "H", "H", "H", "H", "H", "H", "H", "H", "H", "H", "H", "H", "H", "H", "H", "H", "H", "H", "H", "H", "H", "H", "H", "C", "O", "C", "O", "O", "C", "H", "H", "H", "H", "H", "H", "C", "O", "C", "O", "O", "C", "H", "H", "H", "H", "H", "H", "C", "O", "C", "O", "O", "C", "H", "H", "H", "H", "H", "H", "C", "O", "C", "O", "O", "C", "H", "H", "H", "H", "H", "H", "C", "O", "C", "O", "O", "C", "H", "H", "H", "H", "H", "H"], "coordinates": [[4.919009, -4.890383, 2.087593], [4.319948, -4.019724, 1.462284], [3.756046, -2.705060, 0.779628], [4.717367, -1.518537, 1.241799], [4.332739, -0.573561, 2.465312], [3.038795, -0.999855, 3.289371], [1.826340, -0.010414, 2.868346], [1.141908, 0.714680, 4.118957], [-0.437820, 0.529976, 4.197453], [-1.189011, 0.629883, 2.797284], [-1.736900, -0.825281, 2.336390], [-3.316455, -0.920771, 2.561568], [-4.299684, -1.481089, 1.014288], [-6.121083, -0.933275, 1.260770], [-4.150490, -3.374259, 0.746451], [-3.661787, -0.605084, -0.584760], [-2.775227, -1.428060, -1.486440], [-2.188045, -0.810264, -2.745992], [-2.557144, 0.618102, -3.023593], [-3.456065, 1.453623, -2.143299], [-4.030130, 0.837011, -0.904504], [5.066295, -0.684202, 0.009812], [4.186627, -1.186346, -1.137249], [2.465608, -0.312459, -0.706562], [5.024649, -0.730987, -2.410805], [4.603268, 0.652321, -3.061402], [4.725285, 1.899766, -2.085865], [3.485649, 2.659115, -1.849956], [5.743945, 2.243793, -1.496840], [4.146837, -2.739290, -0.787922], [3.435504, -3.767189, -1.756530], [2.173033, -3.216394, -2.537470], [2.569141, -2.473750, -3.705321], [1.543686, -1.569228, -4.159404], [0.851968, -2.028661, -5.534955], [5.586462, -5.410582, 2.835356], [2.659318, -2.662681, 1.043784], [5.654950, -2.057436, 1.566342], [4.283824, 0.522570, 2.143984], [5.211643, -0.613758, 3.196181], [2.756300, -2.088969, 3.212863], [3.288647, -0.819037, 4.389384], [1.101551, -0.658232, 2.275403], [2.165234, 0.809058, 2.164812], [1.566586, 0.247373, 5.073392], [1.459428, 1.809129, 4.171320], [-0.654388, -0.422177, 4.774043], [-0.826870, 1.386244, 4.849077], [-2.037695, 1.386604, 2.888839], [-0.515543, 1.003035, 1.952200], [-1.157005, -1.571613, 2.968696], [-1.440498, -1.032441, 1.256057], [-3.475990, -1.692248, 3.393701], [-3.740277, 0.052719, 2.975175], [-6.637875, -1.429599, 2.132452], [-6.099633, 0.199211, 1.397606], [-6.640924, -1.129201, 0.262836], [-4.384290, -3.569593, -0.353178], [-3.081226, -3.748488, 0.889613], [-4.901469, -3.907200, 1.398552], [-2.532434, -2.497752, -1.242264], [-1.505136, -1.421083, -3.415151], [-2.146724, 1.126463, -3.943582], [-3.673903, 2.532919, -2.405052], [-4.713149, 1.402054, -0.212680], [5.106375, 0.345205, 0.144466], [6.074090, -0.918881, -0.086750], [4.857311, -1.529570, -3.209778], [6.151646, -0.738699, -2.225536], [5.348385, 0.843990, -3.909174], [3.589950, 0.606885, -3.581549], [2.778563, 2.267489, -2.493025], [3.112748, 2.467454, -0.913787], [5.261963, -3.002193, -0.735297], [3.161158, -4.709943, -1.192995], [4.203653, -4.054346, -2.551907], [1.613557, -4.141194, -2.922891], [1.414846, -2.675585, -1.880071], [0.771489, -1.292912, -3.379678], [2.079429, -0.590741, -4.422452], [0.559497, -3.117589, -5.541748], [-0.037372, -1.324559, -5.680488], [1.527504, -1.833624, -6.431587], [10.175610, -4.658893, 3.179678], [10.499317, -5.737398, 4.053299], [9.437009, -6.415652, 4.509759], [8.281507, -6.186330, 4.244281], [9.881050, -7.390565, 5.310564], [8.851093, -8.202740, 5.875012], [11.109393, -4.186753, 2.876198], [9.666713, -5.026103, 2.286269], [9.563379, -3.916121, 3.694947], [8.289253, -8.712559, 5.090478], [8.185926, -7.602978, 6.498589], [9.328586, -8.954398, 6.502249], [5.613292, 5.763548, 4.075106], [6.423482, 5.949386, 2.915394], [5.843311, 5.563874, 1.769940], [4.737151, 5.092897, 1.659101], [6.705640, 5.791940, 0.771081], [6.216439, 5.426738, -0.521373], [6.183800, 6.108836, 4.936594], [4.699095, 6.355436, 4.005411], [5.378734, 4.706753, 4.216093], [5.327218, 6.007148, -0.774595], [6.005110, 4.357300, -0.565346], [6.994066, 5.653923, -1.250274], [-12.499100, -0.047640, 0.205164], [-11.121693, 0.130831, 0.541318], [-10.468625, 0.988691, -0.252813], [-10.938421, 1.590641, -1.184723], [-9.196284, 1.061550, 0.171044], [-8.376919, 1.946356, -0.588840], [-12.924864, -0.759697, 0.911052], [-13.042304, 0.894793, 0.294884], [-12.600430, -0.457104, -0.800875], [-8.756153, 2.968265, -0.531112], [-8.313425, 1.616391, -1.627453], [-7.375312, 1.925287, -0.159252], [3.919740, 9.233227, -5.593549], [4.505371, 8.475183, -4.535276], [5.099564, 9.218869, -3.590199], [5.168617, 10.420606, -3.575206], [5.603771, 8.388786, -2.664087], [6.271058, 9.048334, -1.588110], [3.471006, 8.530805, -6.295314], [3.135673, 9.888291, -5.210074], [4.680952, 9.810751, -6.120738], [5.580456, 9.695932, -1.045143], [7.125853, 9.618496, -1.955711], [6.635790, 8.282722, -0.903523], [-16.902449, -0.725969, -2.195673], [-16.990783, -2.148643, -2.125775], [-15.855530, -2.752659, -1.750008], [-14.816213, -2.203119, -1.480418], [-16.076514, -4.074266, -1.726129], [-14.943730, -4.850792, -1.339587], [-17.875490, -0.348663, -2.508262], [-16.666482, -0.305999, -1.216289], [-16.159322, -0.421894, -2.934907], [-14.629492, -4.595617, -0.325950], [-14.122378, -4.711441, -2.044709], [-15.239644, -5.899177, -1.356148]], "forces_ev_per_angstrom": [[0.002, 1.639, 0.188], [0.406, 0.469, 0.314], [1.329, -1.949, -0.116], [-0.326, -0.084, 2.304], [0.617, -0.575, 0.811], [0.059, 1.801, 0.150], [-0.201, -0.609, 0.297], [0.112, -0.681, 0.503], [0.245, 1.367, 0.269], [0.019, -0.637, -0.397], [0.249, 0.934, 0.325], [0.627, -0.584, 0.878], [-0.429, 0.202, 0.202], [0.172, 0.390, -0.744], [0.337, -0.047, -0.807], [0.976, 0.757, -1.956], [-0.282, 3.326, -1.242], [-2.215, 1.664, 2.499], [-0.595, -0.761, 1.497], [0.533, -2.908, 1.039], [2.320, -1.931, -2.215], [0.990, -0.891, 1.142], [1.926, -0.062, -0.108], [0.450, -0.385, -0.700], [-0.988, -0.497, -1.545], [0.834, 0.549, -0.874], [-1.030, 0.855, 1.008], [0.766, -2.048, -1.171], [-1.268, -1.486, -0.882], [0.388, 0.338, 0.646], [0.135, 0.725, -0.644], [-0.738, -1.886, -0.082], [-0.828, 0.628, 1.368], [0.026, 1.063, -1.836], [0.188, 0.781, 0.303], [-1.278, 0.411, -1.493], [1.269, 0.464, -0.575], [-0.890, 0.707, -0.698], [-0.204, -1.506, 0.322], [-1.042, 0.033, -1.109], [0.425, 1.175, -0.150], [-0.389, -0.256, -1.486], [0.542, 1.003, 0.824], [-0.126, -1.105, 0.709], [-0.513, 0.640, -1.234], [-0.584, -1.383, -0.323], [0.048, 0.981, -0.981], [0.520, -1.229, -0.704], [1.037, -1.153, -0.242], [-0.656, -0.257, 1.361], [-0.945, 0.676, -0.791], [-0.483, 0.360, 1.194], [-0.091, 0.964, -1.102], [0.615, -1.140, -0.628], [0.443, 0.598, -1.059], [-0.228, -1.411, 0.009], [0.303, 0.166, 1.481], [0.035, 0.071, 1.431], [-1.469, 0.356, 0.133], [1.009, 0.366, -0.681], [-0.354, 1.311, -0.203], [-1.085, 1.020, 0.824], [-0.493, -0.727, 1.129], [0.312, -1.568, 0.257], [0.886, -0.634, -0.893], [-0.697, -0.516, -0.015], [-0.775, 0.104, -0.926], [0.089, 1.114, 0.999], [-1.574, 0.076, 0.215], [-0.884, -0.284, 1.151], [1.262, -0.045, 1.069], [0.330, 0.486, 0.494], [0.558, 0.630, -0.186], [-1.367, 0.133, -0.308], [0.345, 1.191, -0.509], [-1.081, 0.262, 1.026], [0.664, 1.071, 0.641], [1.194, -0.382, -0.775], [0.899, -0.708, -0.643], [-0.701, -1.211, 0.446], [0.102, 1.259, 0.124], [0.941, -1.229, 0.158], [-0.661, -0.378, 1.326], [0.022, 0.293, -0.231], [-0.254, -0.155, 0.105], [0.275, -0.176, 0.156], [0.190, 0.029, -0.022], [-0.075, 0.351, -0.281], [-0.262, -0.322, 0.234], [0.039, -0.226, 0.181], [-0.087, 0.029, 0.141], [-0.070, -0.138, -0.068], [-0.030, 0.169, 0.054], [-0.014, -0.014, -0.179], [0.193, 0.187, -0.133], [-0.163, 0.020, 0.381], [-0.096, -0.101, -0.311], [0.247, 0.128, -0.069], [0.268, 0.015, 0.065], [-0.162, 0.019, 0.400], [-0.160, -0.155, -0.470], [0.143, 0.027, -0.253], [0.012, -0.175, -0.069], [-0.105, 0.104, -0.103], [0.002, -0.140, 0.075], [-0.105, 0.203, 0.054], [0.086, 0.089, 0.277], [-0.476, -0.138, -0.115], [0.348, 0.240, -0.107], [-0.147, -0.146, 0.119], [0.200, -0.119, 0.234], [-0.156, -0.068, 0.009], [0.209, 0.206, -0.177], [0.291, 0.039, 0.028], [0.106, -0.037, -0.149], [-0.023, 0.159, 0.062], [-0.058, -0.116, -0.140], [-0.131, 0.122, 0.049], [-0.177, -0.187, 0.158], [-0.194, 0.171, -0.350], [0.161, 0.024, 0.278], [-0.023, -0.056, -0.041], [-0.016, -0.342, 0.009], [-0.139, 0.021, -0.226], [0.217, 0.143, 0.358], [0.128, -0.134, 0.226], [0.185, 0.055, -0.003], [-0.089, 0.068, 0.158], [0.093, 0.064, -0.159], [-0.179, 0.075, 0.003], [-0.128, -0.106, -0.212], [-0.055, 0.424, -0.057], [0.254, -0.234, 0.094], [-0.218, -0.085, -0.063], [-0.207, -0.115, -0.028], [-0.015, 0.333, -0.028], [0.275, -0.293, 0.099], [0.008, -0.295, 0.025], [0.129, -0.058, -0.114], [0.047, -0.039, 0.178], [0.061, 0.094, -0.148], [-0.026, 0.116, 0.144], [-0.220, 0.182, -0.076]], "lowdin_charge": [0.120, -0.082, -0.220, -0.224, -0.130, -0.162, -0.214, -0.196, -0.207, -0.203, -0.253, -0.263, 0.556, -0.198, -0.204, -0.227, -0.088, -0.075, -0.089, -0.072, -0.063, 0.035, -0.591, 0.963, -0.127, -0.108, -0.454, 0.100, 0.047, -0.238, -0.086, -0.229, -0.193, -0.264, -0.070, 0.071, 0.132, 0.155, 0.118, 0.125, 0.109, 0.113, 0.087, 0.077, 0.104, 0.117, 0.113, 0.112, 0.105, 0.102, 0.096, 0.083, 0.088, 0.079, 0.046, 0.030, 0.052, 0.039, 0.042, 0.041, 0.077, 0.074, 0.086, 0.097, 0.083, 0.156, 0.183, 0.130, 0.143, 0.144, 0.096, 0.068, 0.059, 0.165, 0.134, 0.139, 0.140, 0.096, 0.087, 0.105, 0.081, 0.081, 0.083, -0.050, 0.007, -0.605, 0.101, 0.009, -0.040, 0.096, 0.095, 0.095, 0.098, 0.099, 0.097, -0.045, 0.002, -0.606, 0.111, 0.000, -0.043, 0.096, 0.100, 0.094, 0.099, 0.063, 0.100, -0.041, 0.000, -0.606, 0.126, -0.010, -0.048, 0.095, 0.099, 0.093, 0.100, 0.101, 0.071, -0.045, -0.004, -0.606, 0.131, -0.011, -0.037, 0.092, 0.099, 0.100, 0.103, 0.103, 0.078, -0.043, 0.004, -0.603, 0.113, 0.004, -0.045, 0.095, 0.097, 0.099, 0.097, 0.098, 0.094]}